# 1
Computed, not measured: a molecular structure, C30H45BrO2P2Ru at a distorted geometry, with the ωB97M-V functional and the def2-TZVPD basis.

Output
E_tot ... -127125.14477 eV
Relative energy (zero: lowest compared OMol25 entry of this formula, charge and spin) ... 0.374 eV
<S²> ... 8.792
Highest occupied orbital energy (alpha / beta) ... -8.22 / -10.50 eV
Orbital gap (alpha / beta) ... 5.40 / 5.39 eV
E_LUMO (alpha / beta) ... -2.82 / -5.11 eV

```
! RIJCOSX wB97M-V def2-TZVPD def2/J DEFGRID3
* xyz 1 6
H 6.0562 -1.2764 -0.2916
C 5.0696 -0.5279 -2.0913
H -2.0849 -2.6266 3.7997
H 1.6011 1.4945 2.0150
C 1.7563 1.9376 -3.3439
H -1.0470 0.9714 -1.8593
O -1.3523 -0.8478 -1.7973
H 3.8596 0.3176 -0.4479
H 6.7102 -1.9158 -1.8350
C -0.4205 -0.4142 2.5179
H 2.6130 3.4873 -1.4079
H -0.6823 2.5044 -2.6457
C -0.4099 4.5022 0.1296
H 5.7123 0.3663 -2.1843
H -2.9442 2.9198 4.0026
C -4.5690 -4.2854 0.0913
H -2.7221 -5.3828 -0.2631
H 0.5673 4.4850 0.6287
H 0.7437 2.8555 2.7827
C 3.3564 -2.6633 -3.1962
H 1.0429 1.5330 -4.0717
C -0.2739 1.0079 2.8068
C -2.5081 0.3865 3.1291
P -1.1091 2.8625 -0.2505
H -1.8432 -2.7934 2.0514
O -2.6308 0.2882 -0.2918
H -1.0947 4.9867 0.8460
H -1.8266 3.6204 2.8536
H 1.7826 3.0295 -3.4712
H 3.1511 -3.9863 -1.4686
C 4.8711 -2.8553 -1.1083
H -0.3481 5.1595 -0.7504
C -1.6143 1.5178 3.1171
H 1.8990 3.0712 0.1672
H 0.4798 -1.8997 1.2463
C 3.7996 -3.1880 -1.8439
C -4.4196 -1.8814 -0.1938
H 3.2710 2.1577 -0.4477
H 4.9313 -0.8677 -3.1264
P 1.2624 1.4065 -1.6054
H -4.8729 -0.8854 -0.2414
H -1.2543 3.1625 4.4451
C 5.7714 -1.6585 -1.2922
C 0.9778 1.7864 2.8645
H 0.7018 -2.1486 2.9893
C -2.2954 -2.1605 2.8250
H -6.2193 -2.8964 0.3932
H 1.7757 -0.9118 -1.2223
C 2.3367 2.6556 -0.7437
C -2.7268 3.3938 -0.9577
Br -0.5551 -3.4357 -0.7330
H 2.7519 1.5422 -3.5958
C -2.4453 -3.2754 -0.4977
Ru -1.1415 1.2274 0.9410
C 0.6605 -1.3775 2.2056
C -3.9681 0.4051 3.3416
C -1.7815 -0.7707 2.8000
H 4.1902 -2.5503 -3.9110
C -2.2656 -0.7992 -0.9422
H 1.6319 -0.8738 2.1414
H -4.3156 1.4268 3.4750
H -4.4706 -0.0244 2.4639
H -3.5155 3.0367 -0.2700
C 2.5621 -0.5412 -1.9325
H -5.1371 -5.1796 0.3561
H 1.4527 -1.5630 -3.4180
C -0.4671 1.9452 -1.7282
C -3.2136 -4.4144 -0.2399
H -3.3834 -2.1971 2.6850
H 2.7123 -3.4594 -3.6131
H 2.8646 -0.7073 -4.0838
H -2.8374 2.9330 -1.9635
H 5.1515 -3.4733 -0.2496
C 2.5119 -1.3353 -3.2308
C -1.9196 2.8657 3.6349
C -3.0704 -2.0153 -0.5736
H -4.2772 -0.1773 4.2183
C -5.1636 -3.0188 0.1306
H -2.7450 4.5010 -0.9788
C 3.7882 -0.1203 -1.4596
H 1.5652 1.6323 3.7763
*
```

Here are the Mulliken charges for atoms 1 to 4, given in e: number 1, H, carries 0.39; number 2, C, carries -1.32; number 3, H, carries 0.37; number 4, H, carries 0.04


# 2
Computed, not measured: a molecular structure, C30H45ClN4Tc at a distorted geometry, with the ωB97M-V functional and the def2-TZVPD basis.

Output
E_tot ... -52515.14576 eV
Relative energy (zero: lowest compared OMol25 entry of this formula, charge and spin) ... 0.000 eV
<S²> ... 3.783
Highest occupied orbital energy (alpha / beta) ... 2.66 / -0.78 eV
Orbital gap (alpha / beta) ... 1.56 / 4.95 eV
E_LUMO (alpha / beta) ... 4.22 / 4.17 eV

```
! RIJCOSX wB97M-V def2-TZVPD def2/J DEFGRID3
* xyz -2 4
C -4.5114 -0.2395 1.0282
C -2.3456 2.5205 2.7768
C -2.3714 3.7561 2.0936
C -2.3999 -3.4493 2.8802
H -4.3666 3.3531 5.4061
H -5.6262 1.2682 -2.4006
H 2.9849 -0.5061 -4.9284
H -3.3128 -3.3189 3.4875
Tc -0.4600 -0.3949 0.0680
H 6.8373 -3.1445 -0.7360
H -2.4586 -1.3484 4.3923
H -5.4298 0.3206 1.1189
H -3.1725 1.3653 4.4202
C -0.8200 0.9326 1.3222
C 6.2702 -2.7287 0.1014
H 4.6174 -3.9048 -1.8373
C 4.0794 2.0269 -4.2607
H -4.1752 5.5781 4.3255
H 1.7975 1.2686 -1.8928
H 4.0022 -2.9328 1.6405
H 4.2028 -4.4748 -0.2115
C 2.3648 1.9236 -2.5542
H 1.7594 0.7820 -4.9896
H 4.7420 2.6148 -3.6192
N -3.6395 -0.1736 -0.0204
H -0.6050 -3.0043 0.8844
C 4.0785 -2.0379 1.0081
C -1.5801 -1.3089 3.7286
C 4.8246 -2.4102 -0.2548
H 4.6814 1.5286 -5.0224
C -1.5043 1.5471 2.2177
C 2.3692 0.1672 -4.3148
H -3.6621 0.6774 -3.3219
H 3.0743 -1.6666 0.7865
H 5.9401 0.4129 -3.7102
H -1.6612 -4.0063 3.4792
H -2.3403 2.0324 -0.7904
N 4.7677 -1.2910 -1.2193
H -2.6657 -4.0556 2.0079
C 3.6642 -0.5464 -1.5360
H -5.9627 1.4108 -0.6650
H 3.4185 2.7376 -4.7751
C 3.2364 1.0736 -3.4381
C 5.4011 -0.0623 -2.9175
C -3.9566 0.6807 -1.2008
H 0.2235 -2.7310 2.4198
H -3.8838 2.5480 -0.0643
C -0.4845 -2.2974 1.7082
C -3.0505 4.8458 2.6324
H -4.3499 -1.3083 2.9473
C -3.7170 4.7061 3.8542
Cl -0.3449 1.0805 -1.6754
C -3.9851 -1.0629 1.9632
H -5.9568 -0.1888 -1.4803
N -2.7393 -1.4230 1.5523
H -3.0290 5.7880 2.0988
H 6.7992 -1.4530 -2.0124
H -2.2442 0.1442 -2.4017
H -1.7933 3.8286 1.1759
H 4.6145 -1.2714 1.5774
H -0.7239 -1.7495 4.2582
C -3.3394 0.0733 -2.4579
C 5.8278 -1.0004 -2.0566
C -3.1345 2.3545 3.9547
H 1.6666 2.4886 -3.1900
C -3.4223 2.0908 -0.9517
N 4.0827 0.2091 -2.5942
C -2.4514 -0.8256 0.3425
H 6.2987 -3.4717 0.9097
H -3.6152 2.7059 -1.8433
H 0.0689 -1.2820 1.5144
H 1.6943 -0.4310 -3.6901
H 6.8006 -1.8442 0.4632
C -3.7936 3.4584 4.4853
C -1.7891 -2.1115 2.4418
H 3.0871 -3.3952 -1.0738
H -1.3588 -0.2674 3.4846
H 2.9431 2.6163 -1.9317
C 4.1446 -3.6171 -0.8908
C -5.4688 0.7896 -1.4234
H -3.6624 -0.9690 -2.6033
*
```

Here are the Mulliken charges for atoms 1 to 4, given in e: number 1, C, carries -0.29; number 2, C, carries 0.91; number 3, C, carries -0.57; number 4, C, carries -1.89


# 3
Computed, not measured: a molecular structure, C30H45CrN4PS2Si2, with the ωB97M-V functional and the def2-TZVPD basis.

Output
E_tot ... -112933.18478 eV
Relative energy (zero: lowest compared OMol25 entry of this formula, charge and spin) ... 0.850 eV
<S²> ... 4.188
Highest occupied orbital energy (alpha / beta) ... -10.62 / -9.98 eV
Orbital gap (alpha / beta) ... 7.42 / 7.85 eV
E_LUMO (alpha / beta) ... -3.20 / -2.12 eV

```
! RIJCOSX wB97M-V def2-TZVPD def2/J DEFGRID3
* xyz 1 4
H 0.2443 -0.1313 4.8343
H -1.7392 -3.6610 -0.3081
H 1.7096 -2.2096 -0.3426
H -0.2179 -4.5338 -0.4769
C -4.1538 -1.0244 1.1479
H -1.9751 0.0733 -4.8184
H -5.4512 -2.7285 -1.4664
C 3.3653 0.2159 -1.8165
C -4.7408 -2.1623 -0.8791
H 4.5649 2.2337 -0.4086
H 5.9595 -1.9134 2.1510
N 0.7579 2.7875 1.5474
Si 2.5443 0.8408 -0.2222
H 2.0683 -2.1659 3.8761
H -1.5980 6.0512 0.2528
H 0.7915 -1.0344 -3.7894
H 4.4102 -2.8659 3.8365
C -2.5440 -1.1607 -0.6692
H -2.1898 -0.1872 1.2126
H 0.0136 6.0223 2.0660
C -0.7083 -1.7741 2.8209
C -0.4761 -3.3002 -2.7723
H -3.2417 -2.2761 -2.3792
H -1.5449 -3.4306 -2.9320
H -6.0558 -1.9554 0.8066
S -3.4170 4.5738 -0.4680
C -1.3518 1.4224 -2.7025
C 2.2162 -0.8455 2.1794
H 3.5038 3.0749 0.7120
C 1.3876 -2.6196 -1.3004
C -1.9988 -0.5840 -3.9450
H -1.7844 -1.5860 -4.2951
H -0.0305 -4.2979 -2.7609
H 1.8615 -2.0604 -2.0980
S 1.8718 4.6669 2.9155
H 1.7537 -3.6467 -1.3630
C 4.9173 -1.6224 2.1612
C -3.4866 -1.8902 -1.4011
C -0.6563 -3.5456 -0.3198
H 2.7528 1.2221 2.4138
H 3.4658 2.4910 3.3347
H 1.1376 0.4864 -2.9671
H 2.9390 -0.6337 -2.3286
C 2.7229 -1.7570 3.1146
H -1.2781 1.9661 -3.6476
C -3.0445 2.9144 -0.1601
C 0.0101 3.9556 1.3687
C -0.9733 -0.0366 -2.9483
N -3.9688 1.9851 -0.4720
H -0.3252 -3.2045 0.6526
H -1.4608 -1.4261 3.5317
P -0.8241 -0.8566 -1.2398
H 4.4015 -0.0306 -1.5759
H 1.0398 1.3325 4.2603
C 1.7675 3.0323 2.3699
H 3.1612 3.0968 -1.0101
Si 0.3990 -0.2988 2.3993
H -0.7076 1.1498 4.0960
Cr 0.1165 1.0773 0.3507
H -0.6799 1.9217 -1.9987
N 2.6779 2.1546 2.8096
C -5.0799 -1.7310 0.3980
C 0.4135 -0.0331 -3.5911
H -0.1130 -2.5383 3.3267
N -1.8441 2.6950 0.3414
H -2.3718 1.5183 -2.3402
H -3.8487 1.0349 -0.1504
C -1.8942 5.0203 0.1815
C -1.2280 3.9215 0.5900
C 0.2486 0.6224 4.0427
H -4.9042 2.2824 -0.6859
H -0.0535 -2.7713 -3.6214
C 3.5209 2.4716 -0.1880
C 0.4579 5.0451 2.0193
H 3.3931 1.0460 -2.5263
C 4.0512 -2.1532 3.1056
C 3.0952 -0.3187 1.2019
C 4.4389 -0.7142 1.2297
C -0.1349 -2.6396 -1.4356
H -3.0148 -0.5483 -3.5556
C -2.9021 -0.7427 0.6120
H -4.3970 -0.6934 2.1488
H 5.1322 -0.3089 0.5018
H -1.2313 -2.2491 2.0029
H 0.3572 0.4930 -4.5467
*
```

Here are the Mulliken charges for atoms 1 to 4, given in e: number 1, H, carries 0.42; number 2, H, carries 0.27; number 3, H, carries 0.41; number 4, H, carries 0.59


# 4
Computed, not measured: a molecular structure, C30H45IrNO3P2S at a distorted geometry, with the ωB97M-V functional and the def2-TZVPD basis.

Output
E_tot ... -71703.05320 eV
<S²> ... 8.771
Highest occupied orbital energy (alpha / beta) ... -12.51 / -13.61 eV
Orbital gap (alpha / beta) ... 6.00 / 5.39 eV
E_LUMO (alpha / beta) ... -6.50 / -8.22 eV

```
! RIJCOSX wB97M-V def2-TZVPD def2/J DEFGRID3
* xyz 2 6
H 5.2742 2.1571 3.8196
C 2.2851 -3.1155 -4.1916
H 1.8566 -3.8406 -1.6663
C -1.8301 -0.2675 0.4344
N 2.4158 0.4687 -0.8093
C 4.3258 -0.9650 -3.3337
C 2.7272 3.2728 1.7990
C -1.4224 5.1528 -4.2372
H 0.8840 -4.6072 -0.3859
H 2.5445 -4.1379 -0.0417
H -1.1681 -3.6080 -1.2351
C 4.6053 2.2141 2.9487
C -3.6887 2.4254 -2.4168
C 0.3908 -0.9933 1.4233
H 4.9585 -1.4879 -4.0627
H -2.4754 -0.5698 -0.3949
H 4.3948 0.1110 -3.5140
C 3.6350 3.2277 2.8753
C -3.1495 3.5385 -1.5443
H -3.9086 1.5011 -1.8469
C -0.5205 -0.9425 0.3637
O 1.9019 2.8728 -1.6820
H -0.6215 -2.6071 -2.6067
H 1.9614 4.0250 1.7101
C 0.2584 -0.1996 2.6810
C -2.7837 4.7348 -2.0594
C 4.6914 1.2650 1.9427
P 0.5396 0.4610 -4.3043
H -1.0305 -1.3262 -4.9572
H -2.4046 1.0035 -3.5232
H 4.6033 -1.1882 -2.3013
H 2.4832 -3.1434 -5.2740
C 3.7940 1.3226 0.8760
H -4.6720 2.7291 -2.8513
C -0.0855 -1.8604 -0.6819
P 2.5723 -1.4484 -3.4927
H 0.8132 1.2479 -6.6911
C 1.4489 -1.8701 1.1199
S 1.6871 2.0282 -0.5279
Ir 1.4731 -1.0167 -1.7634
H -2.3346 -0.5403 1.3775
H -3.0930 3.2971 -0.4768
H -0.1788 -0.6492 -6.3915
C 0.7110 1.7415 -5.7070
H 0.8926 -0.5975 3.4829
H -1.9800 -2.0698 -1.5984
C 1.6474 -3.8494 -0.5927
C 2.8198 2.3048 0.8005
H 0.5274 0.8654 2.5473
O 0.3386 1.8985 -0.0166
H -0.7826 5.9735 -3.8891
C 2.1302 -0.3010 -4.8760
O 4.2469 -0.8004 -0.1959
H -2.3931 5.5057 -1.3773
C -0.6719 -0.4168 -5.4381
C 2.5478 -2.2156 2.0476
H -0.1798 2.3945 -5.7761
C 3.5745 0.2380 -0.0827
H -3.4559 4.3839 -4.0402
H 3.3662 -2.6743 1.4797
H 2.9572 -3.8142 -3.6764
H -1.5155 0.2637 -5.6094
H 0.2871 3.6503 -4.3424
H -0.8044 2.4445 -2.4832
H 1.2370 -3.3901 -4.0008
H 1.5904 2.3855 -5.5502
H -3.0667 2.2740 -4.5859
C -1.0137 -2.5800 -1.5842
H -3.3019 6.0939 -3.6106
H 2.9331 -1.3062 2.5286
H 5.4155 0.4349 1.9462
H -0.7772 -0.2162 3.0526
H 2.2561 -2.9021 2.8608
H 2.9059 0.4852 -4.9333
C -2.8122 5.1132 -3.5207
H -1.7222 0.8280 0.4169
C 1.1955 -2.4906 -0.1832
C -0.7494 3.8250 -4.0340
H 2.0263 -0.7947 -5.8655
C -1.3372 2.7960 -3.3682
H -1.5785 5.3540 -5.3088
H 3.5793 3.9967 3.6479
C -2.6409 2.1010 -3.5632
*
```

Here are the Mulliken charges for atoms 1 to 4, given in e: number 1, H, carries 0.42; number 2, C, carries -1.36; number 3, H, carries 0.13; number 4, C, carries -1.68


# 5
Computed, not measured: a molecular structure, C30H45O5SiV at a distorted geometry, with the ωB97M-V functional and the def2-TZVPD basis.

Output
E_tot ... -75646.79304 eV
<S²> ... 3.823
Highest occupied orbital energy (alpha / beta) ... -2.12 / -5.23 eV
Orbital gap (alpha / beta) ... 4.84 / 7.88 eV
E_LUMO (alpha / beta) ... 2.72 / 2.65 eV

```
! RIJCOSX wB97M-V def2-TZVPD def2/J DEFGRID3
* xyz -1 4
C 2.1874 -1.4275 -1.7946
C 0.7123 2.0543 -2.9299
H -4.6840 1.0952 4.2579
C 0.1786 1.9690 -8.1835
C -1.3564 -0.3380 -4.8369
O 0.6834 -1.1089 3.1531
H 0.2816 -1.7282 -5.3915
C 2.6910 1.3966 3.4884
H -2.8116 0.7599 1.0465
H -1.9525 0.4415 -5.3181
H 0.9050 1.6735 -10.2178
H 0.3113 3.8870 3.3865
H 1.9417 3.9230 4.1034
C -3.2034 1.2293 1.9541
H -1.8705 -1.1932 -4.3790
H 2.3586 -1.9215 5.0331
C 0.0964 -2.2555 -1.2155
O -0.2575 0.1779 -4.0948
O -0.7473 -0.4088 0.8792
H -0.4838 -2.8657 -3.3111
V 0.3506 -0.1532 -2.1137
C 0.8005 1.2536 -9.2144
H -0.8274 -3.7802 4.5804
H -1.3932 -2.8972 3.1510
H 1.8000 1.2194 0.1457
H -3.6067 -1.7016 3.7383
H 1.9649 -1.8695 -4.0046
H 0.8542 2.4410 -3.9320
H 1.2618 2.2138 5.6826
C 0.2395 -2.3906 -2.6343
H 0.8169 -3.5104 2.0034
O 0.4731 1.3763 2.4843
H 1.7455 3.6950 2.3474
C 1.3136 -0.0266 -8.9460
C -3.6093 0.9351 4.4045
H 1.2218 -4.3996 3.4938
H -1.4906 2.3157 -2.5051
C -0.8348 -2.7979 4.0878
H 0.8090 -1.5451 5.8413
H -1.3562 -2.0961 4.7477
H -0.5403 1.9096 -6.1201
C -0.4986 2.0406 -2.1576
C -0.1196 -0.7175 -5.5613
H -0.7612 -2.5348 -0.6032
O -1.6289 0.0594 3.4287
H 1.3410 -3.2257 5.6702
C 1.7756 1.6188 -2.0772
C 1.2916 -3.4270 2.9879
C 0.3799 0.0524 -6.6880
C -0.1606 1.7004 -0.8074
H -3.4794 0.2748 5.2709
H -3.3878 -1.4956 1.9751
C 1.3203 -2.2480 5.1725
H -4.2772 1.4189 1.8217
H 1.4920 -1.4227 0.3528
H 2.3521 -3.1843 2.8495
C 1.2478 1.4304 -0.7553
H 3.3011 1.8794 4.2665
C 1.1797 -0.5853 -7.6802
C 1.5421 -1.8807 -3.0046
H -0.8229 1.7282 0.0407
C 1.2673 1.9433 3.5450
C 0.5992 -2.3635 3.8330
H 3.1653 -0.9585 -1.7067
C 1.3181 3.4557 3.3289
H 1.6353 -1.5570 -7.4662
H -0.1247 3.0054 -8.3707
H -3.1472 1.9067 4.6175
C -3.0084 0.3032 3.1487
C 1.3020 -1.6752 -0.6875
H -0.3625 2.0353 4.9767
H 2.7001 0.3140 3.6595
H -2.6908 2.1866 2.1150
H 3.1475 1.6147 2.5130
H 0.7127 0.6051 5.1687
C -0.0217 1.3904 -6.9279
H -4.8126 -0.8090 2.7859
Si -0.3499 -0.0833 2.3636
C 0.6735 1.6748 4.9244
C -3.7414 -1.0109 2.8935
H 1.8479 -0.5716 -9.7318
H 2.8297 1.5608 -2.3517
*
```

Here are the Mulliken charges for atoms 1 to 4, given in e: number 1, C, carries -1.02; number 2, C, carries -0.09; number 3, H, carries 0.41; number 4, C, carries -0.71